Record 1
49
Properties=species:S:1:pos:R:3 method="wB97M-V/def2-TZVPD" homo_energy_ev=-10.055 energy_ev=-147660.4176 mol_weight_g_mol=875.404 charge=0 de_lowest_kj_mol=1101.2 largest_force_ev_per_a=12.68
In -4.919 1.168 30.481
C -0.558 -3.517 29.183
F -0.620 -4.612 29.907
F -0.080 -3.590 27.945
F -1.828 -3.124 29.082
S 0.481 -2.160 30.201
O 1.837 -2.678 30.287
O 0.459 -0.917 29.442
N -0.572 -1.898 31.606
S 0.280 -2.571 32.717
O 0.208 -4.048 32.602
O 1.557 -2.007 32.979
C -0.698 -2.161 34.406
F -1.712 -2.974 34.426
F 0.098 -2.286 35.510
F -0.926 -0.929 34.335
N -8.158 -3.480 31.549
S -9.568 -3.444 31.943
O -9.968 -3.592 33.336
O -10.427 -3.833 30.861
F -9.777 -1.824 31.895
S -8.135 -5.195 31.884
O -8.478 -6.131 30.811
O -8.251 -5.702 33.241
F -6.602 -5.419 31.683
N -5.255 1.022 24.871
S -6.135 0.444 23.771
O -5.613 -0.547 22.837
O -7.187 1.305 23.323
F -6.901 -0.547 24.813
S -4.581 2.166 23.735
O -5.331 3.429 23.731
O -3.818 1.825 22.542
F -3.387 2.732 24.758
C -9.853 -0.204 39.292
C -10.407 1.099 38.759
C -9.231 2.235 38.725
S -7.714 1.144 38.226
O -6.540 1.722 38.671
O -7.878 0.969 36.741
C -8.315 -0.330 39.237
H -10.123 -0.972 38.567
H -10.086 -0.444 40.329
H -11.254 1.410 39.370
H -10.813 1.009 37.751
H -8.955 2.687 39.678
H -9.502 2.982 37.979
H -7.957 0.089 40.178
H -7.850 -1.304 39.088

---

Record 2
22
Properties=species:S:1:pos:R:3 method="wB97M-V/def2-TZVPD" homo_energy_ev=-10.280 smiles="COC(=O)[C@](F)(NC(C)=O)C(O)(F)F" energy_ev=-24183.9970 mol_weight_g_mol=215.127 charge=0 de_lowest_kj_mol=0.0 largest_force_ev_per_a=3.74
C -2.298 0.302 -0.520
C 1.432 0.506 0.146
C -3.384 1.224 0.013
C 3.757 0.720 -0.190
C 0.175 -0.329 -0.278
C 0.155 -1.744 0.433
N -1.072 0.463 0.119
O -2.448 -0.652 -1.213
O 1.387 1.422 0.926
O -0.949 -2.492 0.367
O 2.508 -0.022 -0.421
F 0.041 -0.701 -1.661
F 0.367 -1.566 1.846
F 1.307 -2.456 0.163
H -4.325 0.900 -0.578
H -3.152 2.322 0.027
H -3.581 0.907 1.030
H 3.811 1.023 0.858
H 3.718 1.601 -0.855
H 4.515 0.053 -0.480
H -0.820 1.283 0.750
H -1.144 -2.762 -0.484